[1]
Density functional theory data (ωB97M-V/def2-TZVPD) for a structure of composition C38H43IKN8O3S3.

Last column: Mulliken charge in e.
Geometry (Å):
K1 0.34 -0.44 -0.73  1.402
C1 -0.06 3.28 -1.51  -1.263
N1 -1.01 2.36 -0.91  1.305
C2 -1.38 2.83 0.42  -0.902
C3 -2.10 1.97 -1.72  0.297
C4 -2.46 2.67 -2.86  0.014
C5 -3.50 2.26 -3.70  -0.985
C6 -4.18 1.10 -3.38  -1.030
C7 -3.85 0.38 -2.24  -0.703
C8 -2.83 0.79 -1.34  -0.300
N2 -2.43 0.11 -0.24  0.947
C9 -3.29 -0.63 0.52  -0.258
C10 -4.70 -0.49 0.53  -1.109
C11 -5.52 -1.28 1.32  -0.712
C12 -4.98 -2.25 2.15  -0.955
C13 -3.60 -2.37 2.21  -0.212
C14 -2.75 -1.57 1.45  -0.059
N3 -1.33 -1.67 1.55  1.440
C15 -0.72 -0.50 2.17  -0.920
C16 -0.82 -2.89 2.15  -1.138
H1 -0.47 4.29 -1.68  0.324
H2 0.30 2.88 -2.46  0.344
H3 0.80 3.38 -0.85  0.176
H4 -1.80 3.85 0.39  0.305
H5 -0.50 2.83 1.07  0.010
H6 -2.13 2.16 0.85  0.227
H7 -1.91 3.57 -3.12  0.346
H8 -3.76 2.84 -4.57  0.362
H9 -4.98 0.74 -4.02  0.295
H10 -4.37 -0.54 -2.02  0.462
H11 -5.15 0.27 -0.10  0.501
H12 -6.60 -1.13 1.28  0.371
H13 -5.62 -2.89 2.75  0.382
H14 -3.17 -3.09 2.89  0.355
H15 -0.94 -0.45 3.25  0.361
H16 -1.10 0.40 1.69  0.082
H17 0.36 -0.55 2.05  0.173
H18 -1.03 -2.96 3.23  0.410
H19 0.26 -2.91 2.00  -0.224
H20 -1.25 -3.76 1.65  0.390
C17 9.17 0.30 -0.15  -1.495
C18 7.71 0.45 -0.51  1.246
C19 7.23 1.62 -1.08  -0.939
C20 5.89 1.76 -1.41  -0.406
C21 5.01 0.72 -1.16  -1.150
C22 5.48 -0.47 -0.61  -0.391
C23 6.82 -0.60 -0.28  -0.810
S1 3.26 0.87 -1.46  2.050
O1 3.10 1.95 -2.41  -0.859
O2 2.83 -0.44 -1.92  -0.664
N4 2.61 1.09 -0.04  0.256
C24 2.73 2.25 0.67  -0.044
C25 3.31 3.45 0.22  -0.355
C26 3.34 4.55 1.06  -0.896
C27 2.79 4.47 2.33  -0.510
C28 2.22 3.26 2.69  -0.591
N5 2.19 2.18 1.91  -0.248
H21 9.72 1.22 -0.31  0.341
H22 9.63 -0.48 -0.76  0.317
H23 9.28 0.01 0.90  0.335
H24 7.91 2.44 -1.28  0.293
H25 5.52 2.66 -1.88  0.438
H26 4.78 -1.29 -0.45  0.542
H27 7.17 -1.52 0.15  0.429
H28 3.69 3.52 -0.79  0.564
H29 3.78 5.48 0.71  0.378
H30 2.78 5.31 3.01  0.413
H31 1.76 3.14 3.66  0.408
C29 -1.61 -3.40 -1.69  -0.609
C30 -0.16 -3.77 -1.59  0.365
N6 0.63 -3.34 -0.66  0.138
C31 1.90 -3.84 -0.77  -0.360
C32 2.08 -4.69 -1.81  -0.637
S2 0.62 -4.85 -2.70  -0.275
C33 2.89 -3.42 0.23  -0.115
C34 4.06 -4.05 0.53  -0.275
S3 4.88 -3.20 1.77  -0.292
C35 3.60 -2.01 1.79  0.305
N7 2.65 -2.27 0.96  0.397
C36 3.66 -0.80 2.66  -0.826
H32 -1.80 -2.55 -1.04  -0.114
H33 -2.23 -4.23 -1.35  0.443
H34 -1.88 -3.14 -2.71  0.311
H35 2.99 -5.17 -2.12  0.438
H36 4.44 -4.96 0.11  0.474
H37 3.67 -1.07 3.71  0.475
H38 2.81 -0.16 2.44  -0.200
H39 4.56 -0.23 2.44  0.295
N8 -1.27 0.18 -4.76  -0.278
C37 -0.20 -0.41 -4.19  0.351
O3 -0.28 -1.07 -3.17  -0.406
C38 1.14 -0.17 -4.85  -0.454
I1 1.93 -2.02 -5.56  -0.041
H40 -2.13 0.23 -4.21  0.184
H41 -1.15 0.87 -5.47  0.264
H42 1.84 0.16 -4.08  -0.241
H43 1.12 0.52 -5.69  0.515

Summary:
lowest unoccupied orbital energy	0.0736	Ha
DFT total energy	-4229.98344	hartree
charge	-1
max |F|	0.5	eV/Å
orbital gap	5.35	eV

***

[2]
Density functional theory data (ωB97M-V/def2-TZVPD) for a structure of composition C38H43N9O2SSc at a distorted geometry.

Last column: Mulliken charge in e.
Geometry (Å):
Sc1 -9.97 -14.84 -12.39  -1.274
C1 -8.67 -18.03 -10.23  -0.783
C2 -9.34 -18.90 -11.38  -0.872
C3 -10.67 -18.39 -11.91  -0.516
N1 -10.91 -17.20 -12.46  0.357
C4 -12.29 -16.98 -12.79  0.615
C5 -13.36 -17.40 -12.06  -0.223
C6 -14.73 -17.50 -12.38  -0.829
C7 -15.24 -17.39 -13.68  -0.410
C8 -14.63 -16.71 -14.75  -0.791
C9 -13.49 -15.98 -14.76  -0.304
C10 -12.44 -15.93 -13.80  -0.151
N2 -11.73 -14.83 -13.63  0.828
C11 -12.39 -13.56 -13.75  -0.987
C12 -13.35 -13.31 -12.59  -1.056
C13 -12.89 -13.67 -11.13  -1.210
N3 -11.51 -14.11 -10.89  1.473
C14 -11.01 -14.10 -9.66  0.778
C15 -11.86 -13.98 -8.54  -0.806
C16 -11.56 -13.52 -7.28  -0.433
C17 -10.35 -12.97 -6.75  -0.554
C18 -9.09 -12.95 -7.31  -0.587
C19 -8.75 -13.43 -8.59  -0.830
C20 -9.54 -14.19 -9.54  0.675
N4 -8.92 -15.06 -10.37  0.913
C21 -7.67 -15.60 -9.85  -1.188
C22 -7.36 -17.10 -10.34  -0.325
H1 -9.44 -17.27 -9.98  0.016
H2 -8.68 -18.64 -9.34  0.543
H3 -8.56 -18.99 -12.22  0.136
H4 -9.50 -19.89 -10.99  0.478
H5 -8.39 -17.07 -12.66  0.447
H6 -11.46 -19.15 -12.03  0.445
H7 -13.10 -17.80 -11.05  0.280
H8 -15.32 -17.88 -11.55  0.311
H9 -16.15 -17.87 -13.89  0.414
H10 -15.25 -16.64 -15.61  0.271
H11 -13.29 -15.29 -15.58  0.256
H12 -11.63 -12.78 -13.82  0.047
H13 -12.94 -13.53 -14.71  0.639
H14 -13.77 -12.32 -12.56  0.562
H15 -14.28 -13.87 -12.71  0.301
H16 -13.14 -12.82 -10.40  0.550
H17 -13.54 -14.46 -10.76  0.496
H18 -12.92 -14.21 -8.75  0.427
H19 -12.28 -13.66 -6.47  0.284
H20 -10.40 -12.63 -5.72  0.256
H21 -8.33 -12.43 -6.74  0.362
H22 -7.72 -13.44 -8.95  0.493
H23 -6.76 -15.01 -10.19  0.155
H24 -7.68 -15.71 -8.74  0.587
H25 -5.75 -16.91 -11.50  0.413
H26 -6.68 -17.53 -9.57  0.469
C23 -6.24 -10.77 -16.93  -1.406
C24 -6.29 -12.29 -16.84  -0.622
N5 -5.79 -12.81 -15.53  0.413
C25 -4.36 -12.76 -15.37  -0.873
C26 -3.84 -11.44 -14.88  -1.123
C27 -6.61 -12.78 -14.38  0.023
S1 -5.91 -13.04 -12.86  -0.408
N6 -7.88 -12.37 -14.60  0.324
C28 -8.70 -12.07 -13.59  -1.358
O1 -9.41 -12.90 -12.94  -0.020
C29 -8.92 -10.61 -13.36  0.409
C30 -8.99 -9.76 -14.48  -0.577
C31 -9.24 -8.40 -14.32  -0.974
C32 -9.43 -7.90 -13.06  -0.251
C33 -9.39 -8.71 -11.92  -0.934
C34 -9.24 -10.07 -12.10  0.065
H27 -6.75 -10.42 -17.87  0.378
H28 -5.22 -10.42 -16.93  0.334
H29 -6.72 -10.29 -16.11  0.380
H30 -5.63 -12.73 -17.60  0.551
H31 -7.28 -12.77 -17.05  0.268
H32 -3.93 -12.96 -16.34  0.542
H33 -4.11 -13.60 -14.73  0.412
H34 -3.01 -10.99 -15.44  0.300
H35 -3.44 -11.56 -13.85  0.329
H36 -4.57 -10.61 -14.78  0.286
H37 -8.83 -10.24 -15.40  0.767
H38 -9.18 -7.75 -15.18  0.376
H39 -9.63 -6.88 -13.01  0.429
H40 -9.42 -8.26 -10.96  0.449
H41 -9.26 -10.66 -11.18  0.449
N7 -7.67 -15.35 -16.07  -0.263
C35 -7.92 -15.71 -14.78  0.252
O2 -8.94 -15.29 -14.19  -0.172
C36 -6.88 -16.32 -13.99  -0.332
C37 -7.37 -16.77 -12.76  -0.039
N8 -6.70 -17.17 -11.63  0.067
C38 -5.53 -16.38 -14.43  -0.419
N9 -4.39 -16.39 -14.75  -0.675
H42 -8.27 -14.72 -16.57  0.306
H43 -6.88 -15.73 -16.52  0.188

Summary:
lowest unoccupied orbital energy (alpha / beta)	0.0743 / 0.0743	Ha
DFT total energy	-3276.00550	hartree
charge	-1
max |F|	4.3	eV/Å
orbital gap (alpha / beta)	3.43 / 3.43	eV

***

[3]
Density functional theory data (ωB97M-V/def2-TZVPD) for a structure of composition C38H44MnNO5P2S3.

Last column: Mulliken charge in e.
Geometry (Å):
Mn1 -0.32 0.36 0.07  0.319
O1 -4.24 0.99 0.60  -0.714
C1 -3.04 0.97 0.77  0.360
O2 -2.21 0.25 0.04  -0.754
C2 -2.40 1.77 1.92  -0.590
P1 -0.67 2.13 1.47  2.208
C3 -0.80 3.86 0.90  0.684
C4 -0.26 4.93 1.60  -0.242
C5 -0.46 6.23 1.15  -0.733
C6 -1.20 6.46 0.00  -0.591
C7 -1.76 5.40 -0.70  -0.864
C8 -1.56 4.10 -0.25  -0.790
C9 0.34 2.21 2.97  0.345
C10 1.70 2.47 2.79  -0.241
C11 2.55 2.53 3.89  -0.914
C12 2.04 2.30 5.16  -0.753
C13 0.70 2.03 5.34  -0.682
C14 -0.16 1.99 4.24  -0.642
H1 -2.44 1.12 2.79  0.095
H2 -2.97 2.68 2.11  0.563
H3 0.32 4.76 2.50  0.415
H4 -0.04 7.06 1.70  0.426
H5 -1.36 7.48 -0.35  0.405
H6 -2.34 5.57 -1.59  0.436
H7 -2.00 3.27 -0.79  0.448
H8 2.10 2.63 1.80  0.301
H9 3.60 2.74 3.75  0.503
H10 2.70 2.33 6.02  0.378
H11 0.30 1.85 6.33  0.434
H12 -1.21 1.78 4.40  0.384
C15 3.82 2.86 -4.85  -0.923
C16 2.51 2.12 -5.06  -0.397
O3 1.60 2.29 -3.97  -0.330
P2 1.78 1.50 -2.58  0.785
S1 -0.16 1.53 -1.95  -0.593
S2 2.78 -0.15 -2.72  -0.423
O4 2.60 2.52 -1.64  -0.372
C17 2.25 3.92 -1.62  0.078
C18 2.90 4.55 -0.41  -0.927
H13 4.51 2.62 -5.65  0.415
H14 4.27 2.55 -3.90  0.216
H15 3.66 3.94 -4.83  0.249
H16 2.70 1.05 -5.21  0.369
H17 1.98 2.51 -5.93  0.333
H18 1.16 4.02 -1.59  0.258
H19 2.62 4.38 -2.53  0.274
H20 2.48 4.15 0.51  -0.051
H21 2.73 5.63 -0.43  0.420
H22 3.97 4.36 -0.42  0.345
O5 -0.09 -1.35 -0.95  -0.205
S3 -0.02 -2.74 -0.33  0.432
C19 0.54 -3.76 -1.74  -1.456
C20 -0.40 -3.77 -2.90  0.018
C21 -0.58 -2.63 -3.69  0.195
C22 -1.50 -2.64 -4.72  -0.844
C23 -2.25 -3.78 -4.99  -0.367
C24 -2.06 -4.92 -4.22  -0.729
C25 -1.15 -4.91 -3.18  -0.219
C26 -1.74 -3.26 -0.18  -0.601
C27 -1.82 -4.63 0.44  0.358
C28 -2.62 -5.61 -0.13  -0.388
C29 -2.70 -6.88 0.43  -0.771
C30 -1.97 -7.18 1.57  -0.455
C31 -1.16 -6.21 2.15  -0.970
C32 -1.09 -4.94 1.59  0.169
H23 0.71 -4.75 -1.33  0.527
H24 1.50 -3.29 -1.98  0.647
H25 0.00 -1.74 -3.48  0.399
H26 -1.64 -1.75 -5.32  0.435
H27 -2.97 -3.78 -5.80  0.388
H28 -2.63 -5.82 -4.44  0.402
H29 -1.00 -5.80 -2.58  0.454
H30 -2.21 -3.21 -1.16  0.659
H31 -2.18 -2.49 0.45  -0.176
H32 -3.19 -5.38 -1.02  0.495
H33 -3.33 -7.63 -0.02  0.409
H34 -2.03 -8.17 2.01  0.387
H35 -0.59 -6.43 3.04  0.438
H36 -0.46 -4.18 2.04  0.334
C33 2.31 -0.12 0.94  -0.802
C34 1.36 -0.79 1.89  0.698
C35 1.58 -1.64 2.93  -1.612
C36 0.31 -2.02 3.43  -0.804
C37 -0.65 -1.38 2.66  -0.056
C38 -2.13 -1.48 2.82  -1.989
N1 0.00 -0.61 1.72  2.064
H37 3.16 0.32 1.48  0.403
H38 1.85 0.72 0.39  -0.575
H39 2.70 -0.80 0.19  0.386
H40 2.54 -1.96 3.31  0.573
H41 0.10 -2.69 4.25  0.661
H42 -2.42 -2.49 3.10  0.466
H43 -2.66 -1.23 1.90  0.364
H44 -2.50 -0.82 3.61  0.341

Summary:
lowest unoccupied orbital energy (alpha / beta)	-0.0113 / -0.0061	Ha
DFT total energy	-4933.78274	hartree
spin multiplicity	3
max |F|	0.8	eV/Å
orbital gap (alpha / beta)	7.27 / 7.39	eV

***

[4]
Density functional theory data (ωB97M-V/def2-TZVPD) for a structure of composition C38H44N5O3Ti at a distorted geometry.

Last column: Mulliken charge in e.
Geometry (Å):
Ti1 -1.23 0.59 -0.01  -1.455
O1 1.24 4.06 0.16  -0.741
C1 0.27 5.00 0.08  0.347
C2 0.65 6.34 0.20  -0.652
C3 -0.30 7.34 0.18  -0.375
C4 -1.64 7.03 0.00  -0.797
C5 -2.03 5.72 -0.18  -0.779
C6 -1.09 4.69 -0.14  -0.081
C7 -1.52 3.30 -0.27  1.440
O2 -0.77 2.37 0.24  0.235
N1 -2.65 2.97 -0.85  -1.464
N2 -2.85 1.64 -0.69  0.861
C8 -3.95 1.04 -0.97  -0.474
C9 -4.20 -0.26 -0.43  0.715
C10 -5.30 -1.01 -0.87  -0.817
C11 -5.69 -2.17 -0.22  -0.722
C12 -4.99 -2.58 0.91  -0.667
C13 -3.90 -1.87 1.36  -0.377
C14 -3.45 -0.73 0.69  0.514
O3 -2.37 -0.10 1.13  -0.263
H1 0.83 3.18 0.16  0.255
H2 1.69 6.56 0.34  0.469
H3 0.01 8.37 0.29  0.401
H4 -2.38 7.82 0.01  0.411
H5 -3.06 5.45 -0.33  0.458
H6 -4.75 1.56 -1.51  0.556
H7 -5.85 -0.66 -1.73  0.479
H8 -6.53 -2.73 -0.59  0.439
H9 -5.30 -3.47 1.44  0.455
H10 -3.36 -2.19 2.24  0.542
C15 -0.50 1.36 -4.39  -1.495
C16 0.60 1.11 -3.40  -0.507
C17 1.94 1.09 -3.74  -0.811
C18 2.90 0.83 -2.77  0.317
C19 4.35 0.87 -3.16  -1.692
C20 2.53 0.56 -1.46  -1.184
C21 1.19 0.57 -1.07  0.749
C22 0.25 0.89 -2.09  0.426
N3 0.60 0.27 0.13  1.200
C23 1.12 0.02 1.47  1.596
C24 0.63 -1.38 1.87  -0.310
C25 0.94 -1.67 3.33  0.168
C26 0.24 -0.64 4.22  -1.254
C27 0.77 0.76 3.87  0.382
C28 2.28 0.83 4.07  -1.539
C29 2.95 -0.20 3.17  0.075
C30 2.45 -1.60 3.55  -1.433
C31 2.63 0.10 1.70  -2.135
C32 0.44 1.05 2.41  -1.195
H11 -0.10 1.51 -5.39  0.421
H12 -1.08 2.23 -4.10  0.304
H13 -1.17 0.50 -4.41  0.309
H14 2.24 1.27 -4.76  0.386
H15 4.45 0.95 -4.24  0.395
H16 4.88 -0.01 -2.82  0.363
H17 4.82 1.74 -2.71  0.314
H18 3.31 0.33 -0.76  0.436
H19 -0.83 0.96 -1.84  1.173
H20 1.13 -2.11 1.22  -0.489
H21 -0.45 -1.45 1.68  0.142
H22 0.58 -2.67 3.59  0.416
H23 0.43 -0.86 5.27  0.569
H24 -0.84 -0.67 4.05  0.434
H25 0.28 1.50 4.50  0.375
H26 2.53 0.64 5.11  0.602
H27 2.64 1.83 3.82  0.537
H28 4.03 -0.16 3.31  0.348
H29 2.67 -1.80 4.60  0.615
H30 2.96 -2.36 2.95  0.428
H31 3.16 -0.62 1.08  0.586
H32 3.00 1.10 1.46  0.490
H33 0.79 2.06 2.15  0.511
H34 -0.66 1.01 2.26  0.387
N4 -1.35 -1.27 -1.09  0.062
C33 -0.99 -2.37 -1.22  0.263
N5 -0.62 -3.59 -1.35  0.068
C34 -0.30 -4.17 -2.65  -0.801
C35 0.90 -5.11 -2.51  -0.684
C36 1.85 -4.56 -1.45  -0.627
C37 1.19 -4.66 -0.08  -0.113
C38 -0.32 -4.40 -0.18  -0.709
H35 -0.06 -3.35 -3.33  0.438
H36 -1.18 -4.70 -3.04  0.307
H37 1.39 -5.20 -3.47  0.426
H38 0.57 -6.11 -2.21  0.334
H39 2.10 -3.52 -1.69  0.196
H40 2.78 -5.13 -1.45  0.438
H41 1.66 -3.96 0.61  -0.131
H42 1.34 -5.66 0.33  0.465
H43 -0.70 -3.91 0.71  0.327
H44 -0.87 -5.35 -0.29  0.419

Summary:
lowest unoccupied orbital energy	-0.1242	Ha
DFT total energy	-2823.29772	hartree
charge	+1
max |F|	2.3	eV/Å
orbital gap	6.94	eV

***

[5]
Density functional theory data (ωB97M-V/def2-TZVPD) for a structure of composition C38H44OOsP2 at a distorted geometry.

Last column: Mulliken charge in e.
Geometry (Å):
Os1 0.04 1.25 -2.02  0.225
C1 1.08 2.16 -3.36  -0.471
C2 1.16 2.85 -2.05  -0.021
C3 0.41 4.16 -1.88  -1.192
C4 -1.11 3.95 -1.91  -0.889
C5 -1.47 2.48 -1.78  0.034
C6 -1.61 1.67 -3.00  0.172
C7 -1.29 2.30 -4.32  -1.051
C8 0.19 2.72 -4.44  -0.852
C9 -1.67 -2.42 1.70  -1.304
H1 1.99 1.66 -3.69  0.755
H2 2.13 2.81 -1.53  0.590
H3 0.74 4.89 -2.64  0.411
H4 0.70 4.61 -0.92  0.349
H5 -1.54 4.47 -1.04  0.441
H6 -1.57 4.39 -2.81  0.196
H7 -2.20 2.27 -1.00  0.722
H8 -2.44 0.96 -2.98  0.306
H9 -1.96 3.16 -4.47  0.403
H10 -1.53 1.59 -5.12  0.349
H11 0.57 2.29 -5.38  0.404
H12 0.31 3.81 -4.50  0.208
H13 -1.25 -2.84 0.78  0.289
H14 -2.50 -3.06 2.05  0.540
H15 -0.90 -2.35 2.47  0.385
P1 1.87 -0.47 0.81  1.028
P2 -2.31 -0.80 1.38  2.434
C10 0.32 0.44 0.59  -2.353
C11 -0.99 0.39 1.05  -1.068
C12 2.89 0.10 2.15  0.462
C13 3.57 1.33 2.05  -0.430
C14 4.55 1.67 2.99  -0.618
C15 4.86 0.77 4.02  -0.587
C16 4.09 -0.38 4.20  -0.742
C17 3.06 -0.68 3.31  -0.583
C18 2.68 -0.38 -0.78  1.484
C19 1.93 -0.71 -1.94  -1.572
C20 2.59 -1.03 -3.13  -0.568
C21 3.97 -0.85 -3.23  -0.638
C22 4.68 -0.31 -2.15  -0.752
C23 4.05 -0.10 -0.93  -0.993
C24 -3.34 -0.31 2.77  0.350
C25 -2.71 0.19 3.93  -0.548
C26 -3.45 0.37 5.10  -0.626
C27 -4.81 0.05 5.13  -0.504
C28 -5.44 -0.43 3.97  -0.769
C29 -4.71 -0.61 2.79  -0.548
C30 -3.32 -0.90 -0.13  0.438
C31 -2.97 -1.83 -1.12  -0.451
C32 -3.74 -1.98 -2.27  -0.762
C33 -4.81 -1.11 -2.51  -0.609
C34 -5.10 -0.12 -1.58  -0.817
C35 -4.40 -0.03 -0.38  -0.290
H16 0.62 1.45 0.16  1.600
H17 -1.48 1.39 1.03  0.482
H18 3.34 2.02 1.23  0.452
H19 5.08 2.62 2.90  0.439
H20 5.70 0.98 4.69  0.410
H21 4.30 -1.06 5.02  0.440
H22 2.39 -1.53 3.50  0.401
H23 0.82 -0.84 -1.90  0.809
H24 1.99 -1.44 -3.96  0.463
H25 4.47 -1.11 -4.17  0.460
H26 5.75 -0.08 -2.27  0.465
H27 4.63 0.25 -0.08  0.527
H28 -1.64 0.39 3.91  0.357
H29 -2.96 0.73 6.00  0.406
H30 -5.39 0.18 6.05  0.394
H31 -6.51 -0.67 3.99  0.416
H32 -5.20 -1.02 1.91  0.404
H33 -2.10 -2.47 -0.98  0.131
H34 -3.50 -2.78 -2.98  0.442
H35 -5.40 -1.21 -3.43  0.426
H36 -5.91 0.59 -1.79  0.421
H37 -4.71 0.69 0.37  0.556
C36 1.33 -4.32 0.77  -1.348
C37 2.30 -3.24 1.16  0.629
C38 3.64 -3.14 0.48  -1.112
O1 1.43 -2.00 0.96  0.361
H38 1.01 -4.20 -0.28  0.290
H39 0.45 -4.25 1.43  0.313
H40 1.78 -5.31 0.88  0.454
H41 2.46 -3.29 2.24  0.172
H42 3.57 -2.86 -0.59  0.167
H43 4.29 -2.40 0.99  0.292
H44 4.15 -4.11 0.53  0.511

Summary:
lowest unoccupied orbital energy (alpha / beta)	-0.2079 / -0.2498	Ha
DFT total energy	-2322.28538	hartree
charge	+2
spin multiplicity	5
max |F|	7.7	eV/Å
orbital gap (alpha / beta)	5.73 / 7.47	eV